Formula: C42H76Cl2I3N5O9S2
Source: the OMol25 dataset
Level of theory: ωB97M-V/def2-TZVPD

Structure (XYZ):
```
139
Properties=species:S:1:pos:R:3
C 7.35 -0.05 0.86
C 6.44 -1.38 0.58
C 5.00 -0.98 -0.03
C 5.31 0.25 -1.09
N 4.16 -2.04 -0.60
C 4.92 -2.93 -1.44
C 4.30 -3.58 -2.77
N 4.30 -4.89 -3.02
C 2.90 -2.37 0.05
C 2.27 -3.84 -0.29
C 1.36 -4.51 0.82
S 2.15 -5.98 1.72
C 1.26 -6.01 3.33
N 1.72 -6.38 4.63
N 0.62 -6.15 5.41
C -0.50 -5.68 4.64
O -0.11 -5.59 3.27
C 3.03 -2.41 1.67
Cl 1.99 -1.50 2.86
C 4.00 -3.23 2.35
C 5.00 -4.23 1.65
Cl 4.14 -3.22 4.20
C 1.68 -1.36 -0.46
S 2.10 -1.13 -2.30
I 1.94 0.76 0.19
O 0.40 -1.72 -0.13
C -0.85 -1.28 -0.52
C -1.74 -2.59 -0.05
O -1.35 -3.80 -0.75
C -2.28 -4.85 -0.60
C -1.82 -6.33 -0.14
O -3.52 -4.76 -0.88
C -1.29 -1.02 -2.03
C -2.38 -1.83 -2.83
C -2.83 -1.58 -4.28
N -2.29 -0.53 -5.06
C -1.34 0.28 -4.38
C -0.78 0.15 -2.96
C -1.63 -0.13 0.36
I -1.29 -0.19 2.50
C -1.56 1.39 -0.12
C -2.95 1.83 -0.88
I -1.40 2.71 1.65
H 7.89 0.28 -0.08
H 6.76 0.78 1.39
H 8.14 -0.40 1.63
H 6.23 -1.78 1.64
H 7.09 -2.05 -0.06
H 4.55 -0.39 0.86
H 4.50 0.36 -1.88
H 6.29 0.07 -1.67
H 5.39 1.26 -0.55
H 5.49 -3.81 -0.94
H 5.80 -2.32 -1.90
H 3.87 -2.94 -3.63
H 4.73 -5.37 -2.21
H 1.60 -3.70 -1.22
H 3.03 -4.62 -0.61
H 0.76 -3.83 1.51
H 0.55 -5.09 0.23
H -1.54 -5.40 4.98
H 4.62 -4.76 0.71
H 6.05 -3.86 1.44
H 5.15 -5.10 2.40
H 1.38 -2.05 -3.04
H -1.63 -2.79 1.07
H -2.86 -2.44 -0.25
H -2.51 -7.14 -0.57
H -0.79 -6.53 -0.64
H -1.70 -6.43 0.99
H -2.94 -2.71 -2.33
H -3.62 -2.25 -4.78
H -0.89 1.14 -5.00
H 0.02 0.88 -2.56
H -2.76 -0.39 0.25
H -0.73 1.73 -0.80
H -3.69 2.33 -0.17
H -2.67 2.63 -1.67
H -3.40 0.94 -1.44
C -2.28 7.18 -0.34
C -2.29 6.75 1.12
C -2.37 7.95 2.05
O -1.11 6.01 1.41
H -1.41 7.80 -0.55
H -2.22 6.30 -0.99
H -3.19 7.73 -0.59
H -3.14 6.09 1.31
H -1.50 8.60 1.92
H -2.36 7.63 3.10
H -3.28 8.53 1.87
H -0.35 6.58 1.25
C -6.78 2.60 3.09
C -5.50 3.05 2.40
C -4.64 3.89 3.33
O -5.82 3.80 1.24
H -7.38 3.47 3.39
H -7.39 2.01 2.42
H -6.56 2.01 3.98
H -4.93 2.17 2.08
H -5.16 4.80 3.63
H -3.72 4.21 2.81
H -4.35 3.33 4.22
H -6.32 4.58 1.52
C -0.23 12.91 2.10
C 0.13 11.43 2.15
C 1.17 11.08 1.11
O -1.05 10.65 1.94
H -0.65 13.17 1.13
H -0.99 13.14 2.85
H 0.65 13.53 2.29
H 0.51 11.18 3.15
H 0.80 11.28 0.10
H 1.41 10.01 1.15
H 2.09 11.65 1.26
H -1.39 10.87 1.06
C -5.24 -10.42 2.40
C -3.97 -9.95 1.71
C -3.11 -9.11 2.65
O -4.31 -9.18 0.56
H -5.85 -9.57 2.71
H -5.85 -11.01 1.71
H -5.01 -11.03 3.28
H -3.39 -10.81 1.36
H -3.65 -8.21 2.97
H -2.21 -8.77 2.14
H -2.82 -9.68 3.53
H -4.82 -8.41 0.86
C 2.39 3.26 -7.28
C 2.13 2.46 -6.02
C 2.81 1.11 -6.07
O 0.72 2.28 -5.86
H 2.00 2.74 -8.16
H 1.89 4.23 -7.24
H 3.46 3.43 -7.43
H 2.49 3.02 -5.15
H 2.43 0.51 -6.90
H 2.60 0.54 -5.16
H 3.89 1.21 -6.17
H 0.40 1.79 -6.62
```

Output
Molar mass ... 1310.8 g mol⁻¹
Frontier orbital gap ... 7.1 eV
Highest occupied orbital energy ... -7.5 eV
Strongest force on any atom ... 6.4 eV/Å
Calculated total energy ... -141666.9159 eV